DFT (the ωB97M-V functional and the def2-TZVPD basis) results for a 2-piece molecular cluster, C4H12 overall in a non-equilibrium geometry.

Positions of all 16 atoms, in Å:
1 C 0.294 -1.216 -1.870
2 C 0.670 -2.117 -0.693
3 H 0.355 -0.169 -1.573
4 H 0.932 -1.455 -2.720
5 H -0.746 -1.341 -2.162
6 H -0.171 -2.088 0.000
7 H 1.469 -1.635 -0.119
8 H 1.042 -3.094 -0.981
9 C -0.370 2.169 0.735
10 C -0.570 1.137 1.816
11 H 0.414 1.978 0.002
12 H -1.237 2.385 0.101
13 H -0.183 3.172 1.122
14 H -1.224 0.283 1.607
15 H -1.177 1.575 2.615
16 H 0.387 0.745 2.150

multiplicity = 1
SMILES = CC.CC
energy above the lowest of the compared OMol25 structures with the same formula, charge and spin = 8.6 kcal/mol
maximum force = 1.6 eV/A
lowest unoccupied orbital energy = 1.140 eV
Kohn-Sham gap = 12.655 eV